{"formula": "C16H15F5N3O5OsS", "method": "the ωB97M-V functional and the def2-TZVPD basis", "relative_energy_kcal_mol": 8.16, "total_charge": 1, "e_homo_ev": [-11.5026, -11.4863], "symbols": ["Os", "O", "C", "C", "N", "C", "C", "O", "O", "C", "C", "O", "O", "H", "H", "H", "H", "H", "H", "H", "H", "H", "F", "C", "C", "F", "C", "F", "C", "S", "C", "F", "C", "F", "C", "N", "C", "C", "N", "C", "H", "H", "H", "H", "H", "H"], "positions_angstrom": [[0.558, -0.919, -0.298], [-0.434, -2.080, 1.231], [-0.720, -1.561, 2.567], [-1.803, -0.488, 2.584], [-1.464, 0.802, 2.039], [-2.160, 1.333, 0.894], [-1.508, 1.036, -0.466], [-1.189, 1.849, -1.279], [-1.280, -0.301, -0.587], [-0.293, 1.441, 2.565], [1.027, 0.909, 2.005], [2.037, 0.751, 2.627], [0.974, 0.696, 0.670], [-1.272, -2.377, 0.848], [0.239, -1.206, 2.938], [-1.023, -2.408, 3.183], [-2.085, -0.395, 3.643], [-2.684, -0.863, 2.058], [-2.246, 2.418, 0.972], [-3.167, 0.912, 0.882], [-0.250, 1.301, 3.649], [-0.331, 2.516, 2.374], [0.333, -7.398, -0.365], [0.834, -6.181, -0.286], [2.029, -5.963, 0.387], [2.659, -6.978, 0.947], [2.553, -4.680, 0.469], [3.699, -4.488, 1.103], [1.887, -3.608, -0.102], [2.505, -1.962, -0.113], [0.696, -3.862, -0.759], [0.014, -2.788, -1.307], [0.153, -5.119, -0.870], [-0.996, -5.320, -1.499], [3.546, 2.541, -3.340], [2.490, 1.594, -2.996], [1.550, 1.077, -3.856], [0.790, 0.220, -3.131], [1.266, 0.214, -1.841], [2.294, 1.048, -1.794], [3.583, 2.634, -4.421], [4.503, 2.170, -2.981], [3.335, 3.514, -2.901], [1.493, 1.378, -4.887], [-0.065, -0.360, -3.427], [2.865, 1.285, -0.913]]}


{"formula": "C16H15FN2", "method": "the ωB97M-V functional and the def2-TZVPD basis", "total_charge": 0, "e_homo_ev": -8.4020, "smiles": "CCc1nc2ccccc2n1Cc1ccc(F)cc1", "symbols": ["C", "H", "H", "H", "C", "C", "N", "C", "C", "C", "C", "C", "C", "N", "C", "C", "C", "C", "C", "C", "C", "H", "H", "F", "H", "H", "H", "H", "H", "H", "H", "H", "H", "H"], "positions_angstrom": [[0.659, 3.800, 0.211], [1.686, 4.069, -0.019], [0.022, 4.662, 0.030], [0.601, 3.544, 1.267], [0.221, 2.626, -0.670], [1.098, 1.442, -0.463], [2.146, 1.178, -1.185], [2.684, 0.028, -0.668], [3.802, -0.700, -1.057], [4.101, -1.843, -0.345], [3.316, -2.264, 0.729], [2.202, -1.555, 1.133], [1.896, -0.404, 0.425], [0.894, 0.530, 0.544], [-0.209, 0.487, 1.467], [-1.487, 0.024, 0.806], [-1.464, -1.047, -0.080], [-2.625, -1.479, -0.694], [-3.811, -0.828, -0.406], [-3.863, 0.239, 0.472], [-2.691, 0.662, 1.073], [-2.717, 1.496, 1.759], [-4.805, 0.725, 0.672], [-4.948, -1.243, -1.000], [-2.619, -2.307, -1.385], [-0.530, -1.545, -0.296], [0.059, -0.206, 2.272], [-0.357, 1.476, 1.911], [1.599, -1.892, 1.964], [3.586, -3.167, 1.256], [4.963, -2.432, -0.622], [4.405, -0.372, -1.888], [0.304, 2.917, -1.717], [-0.818, 2.362, -0.461]]}


{"formula": "C16H15HgI2N2O8", "method": "the ωB97M-V functional and the def2-TZVPD basis", "spin_multiplicity": 2, "relative_energy_kcal_mol": 35.40, "total_charge": -2, "s2": 0.7563, "e_homo_ev": [-2.3036, -2.4166], "symbols": ["Hg", "C", "C", "C", "C", "C", "H", "H", "H", "H", "H", "O", "C", "O", "C", "C", "C", "C", "C", "C", "O", "N", "O", "O", "N", "O", "O", "H", "H", "I", "C", "I", "H", "H", "C", "C", "C", "O", "H", "H", "H", "H", "H", "H"], "positions_angstrom": [[0.455, 0.832, -0.306], [-1.905, 0.295, -2.171], [-3.079, -0.229, -1.698], [-3.503, 0.541, -0.547], [-2.587, 1.534, -0.327], [-1.529, 1.410, -1.314], [-1.314, -0.065, -3.003], [-3.586, -1.100, -2.093], [-4.380, 0.341, 0.056], [-2.624, 2.291, 0.444], [-1.064, 2.298, -1.734], [0.779, -1.764, -3.209], [1.535, -1.373, -2.316], [1.672, -0.189, -1.879], [2.433, -2.365, -1.626], [3.187, -3.200, -2.385], [4.086, -4.107, -1.776], [4.212, -4.156, -0.405], [3.422, -3.344, 0.388], [2.452, -2.404, -0.157], [1.687, -1.701, 0.523], [3.605, -3.492, 1.825], [4.615, -4.073, 2.232], [2.753, -3.055, 2.574], [4.881, -4.996, -2.582], [4.747, -4.955, -3.799], [5.665, -5.766, -2.032], [3.096, -3.171, -3.461], [4.904, -4.842, 0.055], [2.166, -0.140, 2.503], [1.974, 1.609, 3.522], [1.622, 3.297, 0.249], [2.822, 2.275, 3.534], [0.976, 2.003, 3.633], [-0.937, -2.470, -0.018], [-1.438, -1.749, 1.201], [-2.449, -2.429, 2.101], [-1.055, -0.635, 1.480], [-1.442, -3.422, -0.175], [0.145, -2.629, 0.098], [-1.069, -1.827, -0.892], [-2.354, -3.515, 2.076], [-3.444, -2.164, 1.729], [-2.349, -2.055, 3.118]]}


{"formula": "C16H15N2O4S", "method": "the ωB97M-V functional and the def2-TZVPD basis", "relative_energy_kcal_mol": 0.00, "total_charge": -1, "e_homo_ev": -2.2933, "symbols": ["C", "C", "C", "C", "S", "C", "C", "C", "C", "C", "C", "C", "O", "O", "C", "C", "H", "H", "H", "H", "H", "H", "H", "H", "H", "H", "H", "H", "C", "C", "O", "O", "C", "N", "N", "H", "H", "H"], "positions_angstrom": [[5.103, -0.012, -1.955], [4.466, 0.248, -0.759], [3.180, 0.752, -0.759], [2.537, 0.997, -1.949], [0.890, 1.700, -1.932], [-0.148, 0.243, -2.002], [-1.512, 0.371, -2.011], [-2.367, -0.771, -2.034], [-3.728, -0.626, -1.972], [-4.299, 0.636, -1.902], [-3.500, 1.768, -1.906], [-2.139, 1.651, -1.964], [0.665, 2.360, -0.589], [0.664, 2.450, -3.225], [3.165, 0.729, -3.143], [4.449, 0.219, -3.148], [6.111, -0.395, -1.957], [4.972, 0.069, 0.175], [2.671, 0.983, 0.163], [0.316, -0.722, -2.016], [-1.930, -1.754, -2.096], [-4.364, -1.497, -1.965], [-5.369, 0.740, -1.841], [-3.957, 2.743, -1.855], [-1.516, 2.530, -1.955], [2.651, 0.947, -4.064], [4.942, 0.013, -4.084], [0.775, -0.269, 4.268], [-0.107, -0.655, 3.793], [-1.061, -1.386, 4.562], [-2.079, -1.821, 4.039], [-0.777, -1.579, 5.885], [-1.799, -2.315, 6.468], [-0.277, -0.487, 2.532], [-0.447, -0.355, 1.370], [-1.503, -2.603, 7.478], [-2.701, -1.698, 6.493], [-1.981, -3.204, 5.856]]}


{"formula": "C16H15N3O4S", "method": "the ωB97M-V functional and the def2-TZVPD basis", "relative_energy_kcal_mol": 99.53, "total_charge": 0, "e_homo_ev": -7.9742, "smiles": "Cc1ccc(SCC(=O)O/N=C(\\N)c2ccc([N+](=O)[O-])cc2)cc1", "symbols": ["C", "C", "C", "C", "C", "C", "C", "H", "H", "S", "C", "C", "O", "O", "N", "C", "N", "H", "H", "C", "C", "C", "C", "C", "C", "H", "H", "N", "O", "O", "H", "H", "H", "H", "H", "H", "H", "H", "H"], "positions_angstrom": [[6.031, -1.659, -2.102], [5.148, -1.253, -0.961], [3.774, -1.149, -1.124], [2.953, -0.754, -0.083], [3.507, -0.439, 1.147], [4.882, -0.542, 1.326], [5.688, -0.947, 0.283], [6.756, -1.021, 0.434], [5.306, -0.299, 2.288], [2.562, 0.062, 2.558], [0.986, 0.603, 1.840], [1.182, 1.689, 0.810], [2.186, 2.309, 0.621], [0.102, 1.976, 0.051], [-1.062, 1.213, 0.312], [-2.092, 1.610, -0.347], [-2.119, 2.681, -1.170], [-2.876, 2.818, -1.814], [-1.243, 3.141, -1.357], [-3.332, 0.848, -0.122], [-3.261, -0.499, 0.237], [-4.413, -1.227, 0.449], [-5.646, -0.603, 0.301], [-5.735, 0.740, -0.042], [-4.578, 1.462, -0.253], [-4.646, 2.512, -0.493], [-6.709, 1.197, -0.136], [-6.858, -1.361, 0.514], [-7.912, -0.781, 0.376], [-6.742, -2.529, 0.813], [-4.379, -2.270, 0.724], [-2.292, -0.957, 0.343], [0.435, -0.240, 1.421], [0.405, 1.006, 2.672], [1.888, -0.695, -0.251], [3.330, -1.384, -2.081], [5.483, -2.261, -2.823], [6.888, -2.225, -1.745], [6.405, -0.773, -2.616]]}


{"formula": "C16H15NO3S", "method": "the ωB97M-V functional and the def2-TZVPD basis", "relative_energy_kcal_mol": 98.33, "total_charge": 0, "e_homo_ev": -8.6066, "smiles": "O=S(=O)(c1ccccc1)[C@H](/C=N\\O)/C=C/c1ccccc1", "symbols": ["O", "S", "O", "C", "C", "C", "C", "C", "C", "H", "H", "H", "H", "H", "C", "C", "C", "C", "C", "C", "C", "C", "C", "H", "H", "H", "H", "H", "H", "H", "C", "N", "O", "H", "H", "H"], "positions_angstrom": [[-2.075, 3.550, -0.626], [-1.798, 2.276, -0.018], [-2.613, 1.860, 1.087], [-0.065, 2.204, 0.461], [0.320, 1.339, 1.466], [1.668, 1.202, 1.755], [2.604, 1.930, 1.039], [2.203, 2.804, 0.040], [0.857, 2.938, -0.259], [0.507, 3.609, -1.028], [2.937, 3.375, -0.508], [3.655, 1.818, 1.262], [1.986, 0.522, 2.531], [-0.437, 0.794, 2.007], [-1.880, 0.973, -1.371], [-1.310, -0.241, -0.767], [-0.039, -0.606, -0.953], [0.645, -1.691, -0.270], [-0.034, -2.715, 0.392], [0.663, -3.704, 1.058], [2.049, -3.692, 1.081], [2.736, -2.685, 0.422], [2.041, -1.699, -0.251], [2.580, -0.913, -0.762], [3.816, -2.672, 0.432], [2.590, -4.466, 1.605], [0.124, -4.492, 1.563], [-1.112, -2.742, 0.369], [0.580, -0.028, -1.631], [-1.950, -0.767, -0.078], [-3.306, 1.001, -1.790], [-4.241, 0.167, -1.666], [-3.990, -1.064, -1.080], [-4.847, -1.514, -1.108], [-3.619, 1.926, -2.257], [-1.245, 1.403, -2.147]]}


no.,electronic energy (eV)
1,-58425.576
2,-22534.005
3,-56566.885
4,-38838.309
5,-40327.513
6,-35300.461